# 1
Density functional theory data (ωB97M-V/def2-TZVPD) for C35H42BrClI2N2O9P2S3 as an isolated structure at a distorted geometry.

Last column: Löwdin charge in e.
Element x y z (Å)
C: 1.076 0.366 -3.339  -0.13
H: 2.890 -5.479 4.822  0.09
H: 2.676 -4.125 5.999  0.08
H: -4.565 2.370 -6.237  0.11
H: 1.491 2.693 -3.382  0.13
S: -2.343 2.156 -6.996  0.67
C: -3.601 2.318 -5.732  -0.23
H: 0.377 -4.640 5.037  0.07
C: 0.212 1.832 3.073  -0.84
I: 2.991 0.557 3.234  0.95
H: -3.816 4.914 -6.678  0.12
H: -4.291 4.179 6.722  0.11
H: 0.001 -0.023 -5.066  0.06
C: -1.950 3.909 -7.106  -0.21
O: -0.936 3.587 -2.207  0.06
C: -3.264 3.630 -5.030  -0.22
Br: 5.888 -5.167 -0.695  0.75
H: -5.111 4.737 2.756  0.10
H: 3.943 -4.089 4.755  0.08
C: 1.012 -0.180 0.400  -0.05
H: -5.599 3.024 2.691  0.10
H: -2.459 5.531 -5.747  0.11
C: 1.214 1.283 2.391  -0.81
C: -6.628 4.194 4.235  -0.21
H: 2.026 0.147 -3.818  0.12
H: 4.946 -4.998 1.824  0.05
N: 3.966 -5.197 1.978  0.11
C: -5.420 3.875 3.344  -0.22
C: 1.180 1.106 0.915  -0.26
H: 0.143 -4.652 3.278  0.09
C: 0.805 -1.843 -1.393  -0.31
H: -3.566 1.449 -5.079  0.11
H: -5.681 5.731 5.430  0.12
H: -7.289 4.911 3.752  0.11
Cl: 1.792 -5.978 -3.297  0.28
C: 2.925 -4.400 4.975  -0.04
S: -4.068 3.469 4.461  0.65
C: 3.728 -7.187 -0.366  -0.26
C: 0.888 -1.393 1.275  -0.30
H: -2.076 4.229 -8.137  0.10
C: 1.331 2.171 0.010  -0.27
H: 4.258 -3.151 -3.091  0.05
C: -1.046 2.301 2.418  -0.14
O: -2.943 1.711 -8.226  -0.32
C: -2.909 4.623 -6.145  -0.21
H: 5.676 -8.132 -0.409  0.06
C: 0.970 -0.408 -0.970  -0.01
O: -3.761 2.065 4.355  -0.34
O: 0.032 -2.191 -2.246  0.11
H: -0.911 4.032 -6.806  0.10
H: 5.302 -7.395 1.143  0.04
H: -4.098 3.982 -4.424  0.12
H: -1.141 3.389 2.435  0.08
O: 3.897 -3.998 -3.386  -0.37
C: 1.283 1.937 -1.374  -0.15
H: -0.929 0.895 -3.744  0.08
H: 2.399 3.564 -2.174  0.07
C: -4.969 3.770 5.977  -0.23
C: 0.350 4.105 -2.295  -0.52
H: -6.862 4.778 6.330  0.12
O: 0.542 5.281 -2.365  0.13
C: -0.016 0.428 -4.087  0.04
C: 4.877 -7.938 0.302  -0.15
C: 3.158 -4.663 -0.292  -0.22
H: 4.489 -8.880 0.688  0.08
H: 0.032 -3.128 4.190  0.08
C: 1.670 -2.558 0.776  -0.03
H: 3.388 -7.772 -1.218  0.10
H: -2.405 3.492 -4.370  0.10
H: 3.882 -5.785 -1.966  -0.01
H: 1.719 3.672 2.055  -0.01
C: 1.649 -2.798 -0.595  -0.10
H: -1.898 1.909 2.972  0.05
P: 1.660 3.839 0.675  0.45
P: 2.288 -3.988 -3.001  0.65
C: 4.003 -5.757 -0.900  -0.61
C: -6.085 4.726 5.568  -0.22
H: -1.083 3.318 -1.291  0.10
H: -1.124 1.919 1.402  0.08
H: 0.557 4.657 0.369  0.00
C: 2.016 -3.807 3.942  -0.35
C: 3.169 -4.423 1.082  -0.19
C: 1.446 3.070 -2.362  -0.08
C: 2.419 -3.366 1.640  -0.14
C: 1.101 0.643 -1.879  -0.09
C: 0.547 -4.084 4.117  -0.01
H: 3.796 -6.186 1.886  0.06
S: 3.334 4.638 0.056  0.17
I: 0.321 2.094 5.141  0.89
N: 2.463 -3.102 2.979  0.14
H: -7.205 3.284 4.413  0.12
H: 2.900 -7.116 0.342  0.11
C: 2.382 -3.845 -1.162  -0.27
O: -3.040 4.470 4.325  -0.33
H: -5.368 2.814 6.316  0.11
O: 0.191 -1.416 2.260  0.12
O: -1.211 1.466 -6.427  -0.33

Results
- Charge: 0
- HOMO-LUMO gap: 7.37 eV
- Energy relative to the best compared isomer or geometry (same formula, charge and spin): 0.00 kcal/mol
- E_HOMO: -0.2991 hartree

# 2
Density functional theory data (ωB97M-V/def2-TZVPD) for C35H42Cl3N6O2RuSTe as an isolated structure.

Last column: natural (NBO) charge in e.
Element x y z (Å)
C: -1.856 4.805 -1.230  -0.69
H: 2.165 1.132 2.868  0.20
H: 2.810 0.314 4.289  0.23
H: -1.451 2.313 2.832  0.40
C: -1.311 0.727 -6.588  -0.39
H: 0.361 -3.093 8.371  0.23
N: -4.964 1.071 -0.764  -0.79
H: 3.860 1.646 -5.785  0.22
H: -2.674 5.093 -0.560  0.23
C: 1.734 -2.818 5.930  -0.17
C: -0.537 -2.555 5.284  -0.24
H: -0.909 4.979 -0.717  0.23
C: 3.346 1.233 -4.927  -0.19
C: -3.492 3.846 -3.600  -0.23
H: -0.820 -1.627 -3.537  0.24
H: 0.559 -1.371 8.085  0.22
H: -1.018 -2.126 7.838  0.21
C: 3.417 -1.665 1.728  -0.28
C: 1.961 1.535 -2.989  -0.22
H: -1.179 -2.109 2.109  0.22
C: -2.722 2.967 -2.800  0.10
C: 5.694 -1.458 0.932  -0.22
C: 0.056 -2.270 7.723  -0.63
H: -3.529 0.081 -4.210  0.22
C: -4.223 0.040 -0.324  0.71
C: 5.817 -0.251 1.605  -0.20
H: 2.924 -1.695 -3.264  0.24
O: -2.996 0.122 -0.210  -0.69
C: 2.120 -3.013 4.605  -0.08
C: 3.438 -0.127 -4.650  -0.21
C: 3.537 -0.458 2.420  0.04
C: 1.529 -0.390 -1.418  0.65
N: -0.619 1.882 2.456  -0.78
H: 3.664 -3.920 3.400  0.23
H: -4.495 1.882 -1.135  0.41
H: -1.581 -2.417 5.547  0.20
S: 0.038 0.083 0.718  0.64
C: 4.501 -2.156 0.999  -0.22
H: -1.339 -3.820 2.473  0.22
H: -3.462 4.908 -3.405  0.23
C: -4.959 -1.213 0.058  -0.72
Ru: -1.330 0.514 -1.994  1.27
Te: 1.640 -2.795 1.526  0.57
N: 0.465 0.345 -0.904  -0.87
H: 2.491 -2.888 6.706  0.20
C: -0.197 -2.744 3.948  -0.07
H: 4.401 -3.096 0.471  0.22
C: 2.821 -0.650 -3.526  -0.18
C: -0.565 1.640 1.122  0.28
C: 1.153 -2.906 3.598  -0.20
H: -0.217 1.172 3.054  0.43
H: -5.945 0.959 -0.956  0.41
H: -5.862 -0.986 0.624  0.24
C: 4.750 0.230 2.342  -0.23
H: 2.548 3.123 -4.305  0.22
H: -2.272 -2.645 3.396  0.21
C: 2.069 0.178 -2.699  -0.09
N: -1.338 2.375 -1.018  -0.41
C: 2.449 0.156 3.270  -0.67
H: -1.421 3.410 0.749  0.40
C: 0.423 -2.544 6.288  -0.01
C: -1.955 3.382 -1.682  0.17
H: -4.924 1.537 -5.626  0.24
C: -4.278 3.351 -4.603  -0.15
H: 4.848 1.169 2.876  0.21
C: -1.564 -1.375 -2.784  -0.68
H: 6.522 -1.856 0.360  0.22
C: 2.612 2.064 -4.095  -0.20
C: 3.560 -3.370 4.334  -0.64
H: 1.399 2.183 -2.326  0.22
H: -4.300 -1.851 0.638  0.26
Cl: -0.358 0.934 -5.106  -0.02
C: -1.305 -2.825 2.925  -0.65
H: -2.047 1.521 -6.632  0.23
Cl: -1.165 -2.349 -1.310  -0.05
H: -1.886 5.485 -2.079  0.25
H: 6.741 0.311 1.560  0.22
H: -2.553 -1.696 -3.106  0.21
Cl: -2.155 -0.826 -6.626  -0.02
C: -3.546 1.151 -4.053  0.07
O: 2.068 -1.339 -0.894  -0.59
H: -5.251 -1.747 -0.849  0.25
N: -1.066 2.564 0.321  -0.37
N: -2.767 1.611 -3.060  -0.54
C: -4.318 1.964 -4.840  -0.30
H: 3.941 -3.991 5.145  0.22
H: 1.569 -0.484 3.326  0.22
H: 4.015 -0.774 -5.298  0.22
H: -4.868 4.024 -5.211  0.23
H: 4.196 -2.485 4.268  0.23
H: -0.623 0.765 -7.423  0.24

Results
- Charge: +1
- HOMO-LUMO gap (spin up / spin down): 6.55 / 4.76 eV
- E_HOMO (spin up / spin down): -0.3284 / -0.3285 hartree
- 2S+1: 5

# 3
Density functional theory data (ωB97M-V/def2-TZVPD) for C35H43AsN6O2Si2Ti as an isolated structure at a distorted geometry.

Last column: Löwdin charge in e.
Element x y z (Å)
C: 2.341 4.011 -0.767  -0.23
H: -6.024 -2.362 -1.678  0.08
H: 1.125 3.892 -3.782  -0.01
N: -0.802 -1.520 -1.563  -0.10
H: 2.898 3.760 -3.772  0.00
N: 2.846 -2.431 -0.411  0.06
H: -0.508 5.096 -2.245  0.00
H: 2.620 -2.933 4.731  0.07
C: -2.173 -5.013 0.513  -0.01
H: -3.922 3.821 -1.794  0.00
H: -3.334 -3.423 2.331  0.10
H: -1.262 -1.354 -4.261  0.10
H: -3.671 2.064 -1.671  0.00
H: -0.463 5.458 -0.519  0.00
Si: -1.582 3.233 -0.946  0.11
H: 2.852 1.490 1.456  0.11
H: 3.157 0.556 -2.570  0.01
H: -2.243 2.329 1.310  -0.01
H: 3.454 3.880 4.972  0.09
H: 2.572 4.866 -1.409  0.01
H: -1.309 -5.556 0.133  0.08
H: 2.797 -2.190 -5.346  0.08
N: 1.612 -2.023 -0.888  -0.13
N: -1.107 -0.989 1.872  -0.06
H: -0.307 1.929 4.264  0.10
H: -2.055 -0.679 4.300  0.06
C: -1.084 5.041 -1.317  -0.25
H: -5.021 -0.686 -0.140  0.10
H: 1.886 2.400 -4.328  0.01
C: 2.702 -2.810 3.660  -0.12
C: 3.984 -2.954 1.624  -0.05
C: -4.110 -2.913 -2.510  -0.12
H: -1.971 5.677 -1.425  0.01
C: 3.300 2.721 3.171  -0.09
C: -3.024 -1.018 -0.818  -0.05
H: 1.550 4.319 -0.078  -0.01
C: 1.639 -2.374 2.929  -0.15
H: 3.383 -2.390 -2.918  0.09
O: -0.662 -3.213 0.417  -0.13
C: 3.190 1.231 -1.710  -0.24
C: 2.368 -2.193 -3.238  -0.06
C: -1.735 -3.642 0.954  -0.43
H: -2.944 2.952 -3.002  0.00
C: -3.192 3.013 -1.940  -0.29
C: -2.079 -1.676 2.418  -0.33
C: -2.158 -1.735 -1.661  -0.30
C: 2.818 -2.529 0.887  -0.37
O: 0.842 0.228 0.859  -0.23
As: -0.268 1.523 -1.708  0.76
C: -4.954 -2.192 -1.669  -0.14
H: 0.462 -1.689 -5.998  0.08
C: 2.487 1.915 2.382  -0.01
N: -0.665 0.146 2.566  0.08
C: 2.822 3.247 4.360  -0.12
C: 1.961 3.211 -3.597  -0.29
C: 0.726 -1.798 -4.952  -0.13
H: 4.316 2.926 2.857  0.10
H: -2.099 -3.290 -3.145  0.11
H: -2.905 -4.915 -0.291  0.08
C: 1.517 2.966 4.755  -0.10
C: -2.168 3.325 0.863  -0.24
C: -2.743 -2.697 -2.509  -0.04
H: -2.625 -5.570 1.335  0.07
H: 4.185 1.689 -1.667  0.02
H: -2.597 -0.264 -0.168  0.09
C: -2.778 -1.151 3.638  -0.04
C: 0.708 2.161 3.970  -0.04
Ti: 0.176 -1.483 0.281  1.07
C: -2.458 -2.951 1.910  -0.03
H: 1.137 3.367 5.688  0.09
H: 0.708 -2.105 3.418  0.10
H: -1.455 3.890 1.474  0.01
H: -3.507 -0.386 3.358  0.08
C: 0.403 0.634 1.996  -0.46
H: -3.294 -1.957 4.158  0.07
H: 3.060 0.603 -0.823  0.00
C: 2.032 -2.084 -4.585  -0.14
H: 4.889 -3.140 1.061  0.09
H: -3.147 3.812 0.944  0.01
H: 3.227 3.787 -0.163  0.00
N: 1.655 -2.226 1.585  0.00
C: -4.389 -1.251 -0.817  -0.10
C: 1.189 1.627 2.777  -0.12
H: 4.801 -3.396 3.524  0.08
C: 1.401 -2.014 -2.260  -0.23
C: 3.923 -3.088 2.967  -0.13
H: -4.529 -3.666 -3.171  0.09
C: 0.056 -1.760 -2.626  -0.29
Si: 1.805 2.508 -1.828  0.14
C: -0.254 -1.627 -3.977  -0.06

Results
- Charge: -2
- HOMO-LUMO gap (spin up / spin down): 4.47 / 4.47 eV
- Energy relative to the best compared isomer or geometry (same formula, charge and spin): 37.70 kcal/mol
- E_HOMO (spin up / spin down): -0.0062 / -0.0062 hartree

# 4
Density functional theory data (ωB97M-V/def2-TZVPD) for C35H43BaN4O7S3Si as an isolated structure at a distorted geometry.

Last column: Löwdin charge in e.
Element x y z (Å)
H: -3.956 0.817 -7.946  0.13
C: 0.989 -0.287 3.515  -0.21
C: -3.180 -2.683 6.006  -0.10
C: 1.155 0.338 4.746  -0.10
C: 0.121 4.116 -0.971  -0.52
H: 4.150 5.687 1.200  0.06
H: -3.479 0.668 6.285  0.10
H: 2.210 1.801 5.906  0.09
C: -2.731 1.297 -0.464  -0.82
C: -2.647 -2.136 -2.871  -0.11
H: 1.426 -1.558 -5.061  0.07
H: 0.525 0.049 5.576  0.09
C: -1.852 -1.031 -5.224  -0.12
C: 1.971 -5.085 2.560  -0.10
C: 3.576 4.877 0.746  -0.55
H: -3.941 -0.102 -6.405  0.13
S: 1.064 3.678 0.521  0.89
O: -0.087 -0.408 -6.700  0.07
C: 1.851 0.088 2.488  -0.09
C: 2.946 1.690 3.898  -0.11
H: 1.766 -0.411 1.532  0.09
N: 1.123 -1.342 -4.119  0.02
C: 1.971 -4.684 4.919  -0.11
C: 0.960 -1.862 -1.796  -0.83
H: 4.830 2.472 -1.286  0.07
C: 1.153 -3.585 4.723  -0.11
O: -4.006 -1.237 -8.146  -0.05
C: -2.172 -2.726 5.058  -0.10
N: -1.847 -1.083 -2.837  -0.02
H: 3.705 1.936 -3.253  0.06
C: -2.113 -0.357 4.994  -0.11
H: -0.426 5.038 -0.753  0.08
O: 1.398 -0.759 -1.417  -0.29
H: -1.713 0.210 -8.311  0.15
C: -3.120 -0.296 5.942  -0.10
C: -1.453 -0.541 -3.975  -0.07
C: -2.546 1.325 1.073  -0.21
Ba: -0.665 -0.411 -0.458  2.24
H: 1.556 -0.473 -3.827  0.06
H: -0.990 1.068 2.362  0.05
H: 2.295 -4.951 5.919  0.09
H: -2.993 0.412 1.466  0.11
C: 1.471 -2.373 -3.160  -0.18
C: -3.661 -1.464 6.453  -0.11
H: 3.803 3.945 1.263  0.06
C: 2.112 1.321 4.940  -0.10
H: -0.769 2.284 1.294  0.00
C: -2.707 -2.129 -5.253  -0.02
H: 1.810 5.931 0.071  0.07
H: -3.100 2.180 1.489  0.12
H: -0.839 0.341 -3.892  0.12
H: -4.967 -1.280 -8.139  0.09
H: 3.696 2.457 4.048  0.09
H: -3.789 -3.536 -4.041  0.10
H: -3.029 -2.551 -6.196  0.11
C: 2.820 1.059 2.672  -0.10
H: 3.174 2.595 -0.660  0.03
C: 3.879 2.995 -1.387  -0.52
H: -1.808 -3.682 4.710  0.10
C: -3.576 -0.085 -7.439  -0.27
H: -2.911 -2.558 -1.911  0.12
C: 3.338 2.856 -2.800  -0.54
C: 2.384 -5.439 3.835  -0.12
C: 0.936 4.269 -2.241  -0.52
H: 2.293 -5.669 1.706  0.10
H: -0.580 3.282 -1.079  0.04
O: -0.988 -1.494 1.744  -0.53
H: 3.637 3.698 -3.426  0.06
S: 4.218 4.751 -0.958  0.84
H: 0.294 4.701 -3.011  0.07
N: -2.156 -0.042 -7.438  0.09
H: 1.833 5.542 1.806  0.06
C: 1.154 -3.982 2.377  -0.08
O: -1.683 1.459 -1.137  -0.39
H: -4.457 -1.426 7.186  0.09
C: -1.278 -0.479 -6.485  -0.44
H: 0.952 -3.302 -3.408  0.11
H: -3.592 -3.603 6.402  0.09
H: 1.808 4.910 -2.110  0.03
O: 0.113 -2.535 -1.204  -0.21
Si: -0.313 -1.649 3.134  0.39
H: -1.697 0.562 4.602  0.09
C: -1.611 -1.568 4.537  -0.21
H: 3.026 -6.300 3.984  0.09
S: 1.523 2.667 -2.911  0.87
H: 2.553 -2.574 -3.094  0.11
H: 0.831 -3.698 1.387  0.09
O: -3.863 1.115 -0.905  0.00
C: 0.729 -3.214 3.451  -0.22
C: -3.121 -2.686 -4.054  -0.04
N: -1.129 1.341 1.396  -0.14
C: 2.090 5.181 0.808  -0.51
H: 0.833 -2.999 5.574  0.10
H: 3.487 1.314 1.856  0.09

Results
- Charge: -1
- HOMO-LUMO gap: 7.88 eV
- Energy relative to the best compared isomer or geometry (same formula, charge and spin): 83.89 kcal/mol
- E_HOMO: -0.2128 hartree